Model A:
Computed, not measured: a 7-piece molecular cluster, C12H22Br10Cl6 overall, with wB97M-V/def2-TZVPD.

## Properties
net charge: 0
structure (SMILES): ClC(Cl)Cl.ClC(Cl)Cl.BrCCBr.BrCCBr.BrCCBr.BrCCBr.BrCCBr
LUMO level: 0.296 eV
Kohn-Sham gap: 10.281 eV
HOMO: -0.367 Eh

Each line ends with the Mulliken charge.
Element x y z (Å)
1 Br 1.97 3.79 -4.54  -0.13
2 Br 4.41 -4.10 3.03  -0.18
3 Br -0.96 0.81 -1.13  -0.07
4 Br 1.68 -4.00 -0.71  -0.11
5 Br -1.46 -2.76 1.66  -0.14
6 Br -2.53 -1.80 -3.47  -0.16
7 Br -0.20 0.77 -6.44  -0.16
8 Br 2.52 0.17 -1.80  -0.13
9 Br -1.72 2.94 2.94  -0.14
10 Br 2.06 4.14 0.62  -0.16
11 Cl 1.73 -0.77 6.18  -0.13
12 Cl -4.82 0.73 1.75  -0.08
13 Cl -5.97 2.97 3.19  -0.10
14 Cl 1.45 -3.23 4.66  -0.10
15 Cl -4.46 0.97 4.64  -0.10
16 Cl 0.58 -0.75 3.51  -0.05
17 C -5.55 1.27 3.28  -0.08
18 C -0.77 -1.66 0.23  -0.29
19 C 1.62 2.21 -3.47  0.22
20 C 0.30 3.43 1.04  -0.31
21 C 0.76 -1.64 5.02  -0.06
22 C -1.57 -0.31 -4.25  -0.50
23 C -1.55 -0.44 -5.75  -0.53
24 C 2.86 1.42 -3.25  -0.51
25 C -1.26 -0.25 0.44  0.22
26 C 3.76 -4.31 1.20  -0.65
27 C -0.14 3.96 2.37  -0.56
28 C 2.50 -3.50 0.98  -0.33
29 H 0.79 1.64 -3.88  -0.23
30 H 2.73 -2.45 0.86  0.32
31 H -1.29 -1.45 -6.06  0.40
32 H -2.33 -0.24 0.62  0.04
33 H 3.70 2.04 -2.95  0.41
34 H 0.58 3.75 3.15  0.37
35 H -0.24 -1.81 5.40  0.31
36 H 1.25 2.61 -2.53  0.00
37 H 3.56 -5.38 1.14  0.37
38 H -2.10 0.60 -3.97  0.44
39 H -0.87 0.22 1.34  -0.08
40 H -1.11 -2.06 -0.71  0.37
41 H 1.80 -3.67 1.79  0.21
42 H -0.37 3.62 0.22  0.38
43 H 0.43 2.35 1.10  0.01
44 H 0.32 -1.70 0.30  -0.05
45 H -2.50 -0.18 -6.22  0.38
46 H -6.42 0.66 3.42  0.35
47 H -0.39 5.01 2.40  0.40
48 H 4.61 -4.14 0.55  0.41
49 H 3.18 0.84 -4.10  0.36
50 H -0.58 -0.31 -3.82  0.17

---

Model B:
Computed, not measured: a 7-piece molecular cluster, C12H22Br10Cl6 overall, with wB97M-V/def2-TZVPD.

## Properties
net charge: 0
structure (SMILES): ClC(Cl)Cl.ClC(Cl)Cl.BrCCBr.BrCCBr.BrCCBr.BrCCBr.BrCCBr
LUMO level: 0.160 eV
Kohn-Sham gap: 10.109 eV
HOMO: -0.366 Eh

Each line ends with the Mulliken charge.
Element x y z (Å)
1 Br -12.00 -4.11 -10.27  -0.16
2 Br -14.58 -2.72 -6.64  -0.16
3 Br -9.84 -8.72 -3.85  -0.14
4 Br -6.81 2.55 8.41  -0.15
5 Br -15.90 5.34 -1.06  -0.17
6 Br -10.81 -0.77 2.03  -0.16
7 Br -9.84 -1.51 -2.39  -0.15
8 Br -11.26 3.59 9.38  -0.14
9 Br -16.68 3.72 -5.25  -0.19
10 Br -10.84 -8.69 -0.62  -0.09
11 Cl -1.97 -7.34 0.14  -0.12
12 Cl -16.52 -4.95 2.11  -0.11
13 Cl -16.65 -6.80 4.44  -0.12
14 Cl -19.10 -5.72 3.10  -0.12
15 Cl -4.00 -5.37 -0.63  -0.09
16 Cl -1.50 -5.52 -2.15  -0.12
17 C -12.52 -3.56 -8.46  -0.53
18 C -2.28 -5.73 -0.54  0.05
19 C -14.05 -3.31 -8.45  -0.59
20 C -9.73 3.07 8.28  -0.46
21 C -9.96 -1.51 0.45  -0.56
22 C -10.90 -1.23 -0.80  -0.54
23 C -8.48 3.30 9.08  -0.63
24 C -11.22 -10.27 -1.65  -0.52
25 C -16.39 3.87 -3.27  -0.68
26 C -15.62 5.17 -3.02  -0.54
27 C -11.31 -9.94 -3.17  -0.61
28 C -17.44 -5.46 3.56  0.07
29 H -10.64 -11.13 -1.33  0.35
30 H -12.32 -4.44 -7.84  0.34
31 H -8.65 2.92 10.08  0.36
32 H -12.00 -2.71 -8.01  0.39
33 H -11.85 -1.74 -0.94  0.37
34 H -14.57 -4.27 -8.43  0.33
35 H -12.21 -10.56 -1.31  0.29
36 H -11.13 -0.17 -0.79  0.32
37 H -9.71 -2.57 0.61  0.37
38 H -12.22 -9.35 -3.20  0.31
39 H -17.54 -4.70 4.33  0.28
40 H -8.28 4.37 9.18  0.35
41 H -11.36 -10.75 -3.91  0.40
42 H -1.78 -5.08 0.18  0.28
43 H -9.00 -0.99 0.46  0.35
44 H -15.83 3.02 -2.88  0.40
45 H -17.36 4.00 -2.79  0.42
46 H -14.44 -2.52 -9.10  0.38
47 H -16.09 6.00 -3.55  0.40
48 H -9.83 3.59 7.33  0.35
49 H -9.97 2.02 8.13  0.32
50 H -14.56 5.05 -3.27  0.36

---

What should be chosen as the most stable of them? Choose model A.

---

Model A:
Computed, not measured: a 2-piece molecular cluster, C3H9NS overall, with wB97M-V/def2-TZVPD.

## Properties
net charge: -1
LUMO level (alpha / beta): 3.382 / 3.302 eV
Kohn-Sham gap (alpha / beta): 2.153 / 8.597 eV
spin multiplicity: 2
HOMO (alpha / beta): 0.045 / -0.195 Eh

Each line ends with the Mulliken spin population.
Element x y z (Å)
1 S 0.65 1.92 1.71  0.02
2 N 0.37 -0.90 -3.04  -0.08
3 C 1.35 0.47 2.60  0.35
4 C -0.78 -1.13 -3.55  1.65
5 C -0.79 0.92 1.04  1.12
6 H -0.53 0.01 0.49  0.03
7 H 2.38 0.68 2.91  -0.03
8 H -1.42 -1.92 -3.17  -0.85
9 H 0.73 0.12 3.42  -0.07
10 H -1.05 -0.42 -4.33  -0.27
11 H -1.47 0.61 1.85  -0.12
12 H -1.43 1.50 0.37  -0.57
13 H 0.47 -1.49 -2.21  -0.04
14 H 1.51 -0.38 1.92  -0.15

---

Model B:
Computed, not measured: a 2-piece molecular cluster, C3H9NS overall, with wB97M-V/def2-TZVPD.

## Properties
net charge: -1
LUMO level (alpha / beta): 3.823 / 3.645 eV
Kohn-Sham gap (alpha / beta): 2.788 / 8.559 eV
spin multiplicity: 2
HOMO (alpha / beta): 0.038 / -0.181 Eh

Each line ends with the Mulliken spin population.
Element x y z (Å)
1 S -0.28 -0.40 -2.98  1.05
2 N -0.16 1.25 0.24  0.69
3 C 1.33 -0.10 1.51  -0.16
4 C -0.89 -0.96 0.82  0.38
5 C 0.16 0.10 0.92  0.14
6 H 2.12 0.63 1.51  -0.04
7 H -0.97 -1.29 -0.22  -0.05
8 H -0.60 -1.83 1.42  -0.05
9 H -1.06 1.36 -0.19  -0.39
10 H 0.40 2.07 0.32  -0.11
11 H 0.59 0.43 -2.39  -0.16
12 H -1.86 -0.59 1.14  -0.07
13 H -0.34 0.33 -4.12  -0.23
14 H 1.54 -1.03 2.03  0.00

---

What should be chosen as the most stable of them? Choose model B.

---

Model A:
Computed, not measured: C5H8N4O2 as an isolated structure, with wB97M-V/def2-TZVPD.

## Properties
net charge: 0
LUMO level: 0.621 eV
Kohn-Sham gap: 8.189 eV
HOMO: -0.278 Eh

Each line ends with the Mulliken charge.
Element x y z (Å)
1 O 0.69 -1.33 -1.98  -0.49
2 O 2.21 1.03 -1.68  -0.63
3 N 0.81 0.36 1.42  -0.02
4 N -0.69 -0.87 2.52  -0.73
5 N -2.14 -1.60 0.80  -0.47
6 N 0.21 2.06 -1.81  -0.47
7 C 0.19 -0.23 -1.48  0.00
8 C -0.95 -1.01 1.22  0.36
9 C -0.05 -0.26 0.47  -0.14
10 C 1.01 1.04 -1.64  0.43
11 C 0.35 -0.01 2.66  -0.24
12 H -0.88 0.01 -1.67  0.36
13 H 0.69 3.04 -1.87  0.29
14 H 0.75 0.31 3.63  0.39
15 H -2.71 -2.11 1.45  0.26
16 H 1.66 -1.37 -1.85  0.38
17 H -0.69 2.11 -1.32  0.27
18 H 1.68 0.89 1.28  0.23
19 H -2.14 -2.04 -0.15  0.23

---

Model B:
Computed, not measured: an isolated molecule of C5H8N4O2, with wB97M-V/def2-TZVPD.

## Properties
net charge: 0
structure (SMILES): CNC(=O)c1n[nH]n(C)c1=O
LUMO level: 0.481 eV
Kohn-Sham gap: 9.136 eV
HOMO: -0.318 Eh

Each line ends with the Mulliken charge.
Element x y z (Å)
1 O 1.41 2.02 0.07  -0.67
2 O -1.73 1.70 -0.10  -0.60
3 N -2.37 -0.51 -0.06  -0.22
4 N 2.15 -0.11 -0.01  0.23
5 N 1.50 -1.31 -0.07  -0.22
6 N 0.23 -1.23 -0.02  -0.44
7 C 1.22 0.84 -0.07  0.48
8 C -0.06 0.06 -0.10  0.69
9 C 3.55 0.27 -0.05  -0.76
10 C -3.75 -0.02 0.00  -0.84
11 C -1.45 0.51 0.02  -0.04
12 H -3.88 0.61 0.91  0.28
13 H -2.17 -1.42 0.29  0.30
14 H -4.37 -0.91 0.05  0.37
15 H 4.27 -0.42 -0.48  0.34
16 H 3.64 1.23 -0.63  0.29
17 H 3.89 0.39 0.98  0.30
18 H 2.00 -2.17 0.20  0.27
19 H -4.06 0.46 -0.93  0.24

---

What should be chosen as the most stable of them? Choose model A.